Entry 1:
{"formula": "C4H6O", "method": "wB97M-V/def2-TZVPD", "elements": ["C", "C", "C", "C", "O", "H", "H", "H", "H", "H", "H"], "positions_angstrom": [[-0.6397, 0.1002, -0.0416], [0.6219, -0.2711, 0.0001], [-2.2556, -0.5325, 0.0053], [1.8853, 0.5924, -0.0080], [-1.8092, 0.8552, -0.0623], [0.6360, -1.3767, -0.0139], [-2.4909, -1.1482, -0.7423], [-2.5246, -0.8891, 0.9601], [1.6649, 1.6896, -0.4047], [2.6208, 0.2940, -0.6301], [2.2911, 0.6863, 0.9375]], "forces_ev_per_angstrom": [[-6.291, -1.995, 0.400], [0.175, 0.232, -0.409], [6.363, 2.613, 2.883], [-4.029, 3.052, -0.792], [1.567, -0.086, -0.600], [0.679, 0.735, 0.149], [-1.194, -1.198, -3.735], [-0.388, 0.208, 1.138], [0.112, -2.167, 1.010], [2.254, -1.594, -2.153], [0.752, 0.200, 2.108]], "smiles": "C/C=C1/CO1", "total_energy_ev": -6288.282, "e_above_lowest_kcal_mol": 83.8, "charge": 0, "gap_ev": 10.36}



Entry 2:
{"formula": "C4H6O", "method": "wB97M-V/def2-TZVPD", "elements": ["C", "C", "C", "C", "O", "H", "H", "H", "H", "H", "H"], "positions_angstrom": [[0.4771, -0.0619, 0.4926], [1.0094, 0.6198, 1.4605], [0.6626, -0.6413, -0.8512], [-0.6841, -0.4496, -0.2381], [-1.8001, 0.8251, -1.0488], [0.4498, 0.9179, 2.3915], [2.0204, 0.8297, 1.3517], [1.0499, -0.0210, -1.6231], [0.9887, -1.6488, -1.1098], [-1.5164, -1.1265, -0.0926], [-2.6573, 0.7566, -0.7326]], "forces_ev_per_angstrom": [[-0.874, -0.468, -0.724], [-1.449, 0.215, 1.891], [-0.092, -0.356, -0.421], [-3.654, 2.148, -1.846], [5.728, -1.506, 0.054], [0.595, -0.016, -1.385], [1.837, 0.341, 0.445], [-0.225, 0.977, -0.557], [-0.128, -0.160, 0.799], [0.756, -0.467, 0.236], [-2.493, -0.707, 1.508]], "total_energy_ev": -6288.181, "e_above_lowest_kcal_mol": 86.2, "charge": 0, "gap_ev": 10.14}



Entry 3:
{"formula": "C4H6O", "method": "wB97M-V/def2-TZVPD", "elements": ["C", "C", "O", "C", "C", "H", "H", "H", "H", "H", "H"], "positions_angstrom": [[0.1669, 1.2652, -0.0967], [0.4718, -0.1098, 0.5474], [-0.0821, -0.2552, 1.8422], [-0.0034, -1.1163, -0.4182], [-0.4659, -1.7318, -1.3444], [1.0498, 1.9054, -0.0925], [-0.6158, 1.7796, 0.4678], [-0.1662, 1.1333, -1.1318], [1.5502, -0.2211, 0.7043], [-1.0145, -0.4851, 1.7417], [-0.8907, -2.1643, -2.2197]], "forces_ev_per_angstrom": [[0.066, 0.199, -0.015], [0.167, 0.083, -0.277], [-0.262, -0.140, -0.005], [-0.243, -0.322, -0.388], [0.180, 0.353, 0.358], [-0.038, -0.009, 0.029], [0.052, -0.156, -0.046], [0.101, 0.162, 0.277], [-0.166, -0.010, -0.147], [0.087, 0.068, 0.065], [0.056, -0.228, 0.149]], "smiles": "C#C[C@@H](C)O", "total_energy_ev": -6290.366, "e_above_lowest_kcal_mol": 35.8, "charge": 0, "gap_ev": 11.14}